Below is 3 unconnected molecules or ions with the total composition C22H40F4NO10S at a distorted geometry, with properties calculated with ωB97M-V/def2-TZVPD.

E_LUMO   -0.1401 Ha
Net charge   +1
HOMO energy   -11.23 eV
Max |F|   7.84 eV/A

XYZ file:
```
78
Properties=species:S:1:pos:R:3:mulliken_charge:R:1
C -4.946 5.887 0.131 -0.83
C -5.041 4.456 0.853 -0.71
C -3.635 3.677 0.920 -0.41
C -3.137 3.174 -0.520 0.26
C -3.765 1.744 -0.886 -1.27
C -1.523 3.203 -0.676 -0.09
C -1.138 4.779 -0.656 -1.02
N 0.358 4.777 -0.947 0.00
C 1.142 4.087 0.174 1.27
O 2.488 4.010 -0.372 -0.49
C 1.138 5.134 1.386 -1.37
C 2.448 5.159 2.273 0.34
O 3.309 4.290 2.386 -0.45
O 2.682 6.374 2.995 -0.51
C 0.514 2.661 0.503 -0.74
C 0.901 2.098 1.978 -0.92
S -0.232 2.677 3.321 1.13
O 0.332 3.802 4.153 -0.62
O -0.398 1.487 4.248 -0.67
C 1.020 1.491 -0.504 0.54
F 0.140 0.370 -0.449 -0.24
F 1.046 1.888 -1.859 -0.37
C 2.480 0.919 -0.161 0.37
F 3.214 0.727 -1.372 -0.32
F 2.394 -0.349 0.448 -0.20
O -0.926 2.593 0.480 -0.22
H -3.884 6.087 -0.245 0.15
H -5.645 5.876 -0.772 0.24
H -5.320 6.714 0.834 0.31
H -5.826 3.841 0.294 0.29
H -5.478 4.638 1.896 0.40
H -3.823 2.728 1.543 0.32
H -2.855 4.275 1.504 0.11
H -3.535 3.947 -1.278 0.27
H -3.065 1.242 -1.640 0.35
H -4.789 1.930 -1.364 0.37
H -3.878 1.121 0.066 0.31
H -1.305 2.705 -1.673 0.44
H -1.743 5.260 -1.493 0.49
H -1.395 5.286 0.322 0.21
H 0.437 4.252 -1.848 0.52
H 0.724 5.721 -1.164 0.56
H 2.675 4.869 -0.813 0.56
H 1.082 6.183 0.904 0.60
H 0.185 5.096 2.030 0.42
H 1.774 6.712 3.174 0.38
H 0.697 0.965 1.907 0.37
H 2.006 2.188 2.218 0.53
H -1.509 3.011 2.894 0.06
H 3.131 1.639 0.452 0.24
O -2.603 -4.588 -0.339 -0.60
C -1.425 -4.475 -0.095 0.72
O -0.839 -3.266 -0.135 -0.32
C 0.492 -2.995 0.323 0.27
C 1.507 -3.282 -0.764 -0.38
C -0.575 -5.687 0.168 -0.73
H 0.707 -3.531 1.250 0.34
H 0.520 -1.931 0.568 -0.47
H 1.503 -4.335 -1.049 -0.10
H 2.514 -3.018 -0.431 0.35
H 1.274 -2.709 -1.666 0.28
H -0.254 -6.112 -0.785 0.06
H -1.177 -6.423 0.705 0.37
H 0.295 -5.489 0.792 0.28
O 2.175 -5.898 -2.411 -0.61
C 2.506 -7.052 -2.258 0.82
O 1.593 -7.978 -1.931 -0.34
C 1.838 -9.392 -1.917 -0.42
C 2.431 -9.828 -0.592 -0.98
C 3.953 -7.452 -2.341 -1.08
H 2.450 -9.692 -2.770 0.36
H 0.866 -9.871 -2.050 0.34
H 3.401 -9.361 -0.413 0.27
H 2.560 -10.912 -0.567 0.37
H 1.779 -9.532 0.233 0.28
H 4.430 -7.271 -1.377 0.26
H 4.440 -6.838 -3.102 0.33
H 4.108 -8.487 -2.638 0.33
```